1.
Here is a cluster of 5 separate species, C42H87F3N5O13S in total from the Open Molecules 2025 dataset. Energies are from ωB97M-V/def2-TZVPD.

Cartesian coordinates (Å):
O (4.343, 5.169, -2.777)
S (5.204, 4.676, -3.803)
O (6.544, 4.515, -3.335)
O (5.183, 5.729, -5.013)
C (4.665, 3.065, -4.401)
C (3.710, 2.372, -3.400)
C (2.208, 2.564, -3.757)
C (1.459, 1.255, -4.093)
C (1.351, 0.256, -2.929)
C (1.301, 0.778, -1.466)
O (0.405, 1.786, -1.145)
C (1.035, -0.586, -0.737)
N (2.066, -1.441, -1.435)
C (1.912, -2.907, -1.230)
O (3.132, -3.353, -0.645)
C (3.209, -4.710, -0.503)
F (2.397, -5.162, 0.456)
F (4.463, -4.981, -0.122)
F (2.981, -5.374, -1.641)
C (2.434, -0.851, -2.785)
C (2.406, -1.737, -4.024)
C (3.516, -2.817, -4.090)
C (4.913, -2.244, -3.978)
C (5.609, -1.871, -5.116)
C (6.887, -1.378, -5.046)
C (7.537, -1.229, -3.839)
C (6.854, -1.583, -2.693)
C (5.575, -2.084, -2.776)
H (5.405, 5.246, -5.826)
H (4.260, 3.078, -5.421)
H (5.569, 2.449, -4.456)
H (3.871, 2.805, -2.407)
H (4.007, 1.319, -3.394)
H (2.184, 3.171, -4.673)
H (1.663, 3.161, -3.020)
H (1.880, 0.837, -5.014)
H (0.432, 1.551, -4.340)
H (0.363, -0.225, -3.035)
H (2.345, 1.072, -1.242)
H (0.886, 2.529, -0.763)
H (1.287, -0.506, 0.321)
H (0.074, -1.022, -1.008)
H (2.897, -1.245, -0.865)
H (1.588, -3.466, -2.111)
H (1.120, -3.051, -0.459)
H (3.454, -0.468, -2.670)
H (2.429, -1.191, -4.968)
H (1.440, -2.275, -4.010)
H (3.362, -3.621, -3.363)
H (3.444, -3.277, -5.084)
H (5.158, -1.978, -6.102)
H (7.444, -1.113, -5.942)
H (8.556, -0.867, -3.740)
H (7.312, -1.511, -1.710)
H (5.088, -2.380, -1.845)
C (0.355, -4.617, -5.660)
O (-0.360, -4.317, -4.470)
C (-1.711, -3.907, -4.679)
C (-2.693, -4.981, -4.249)
N (-2.663, -6.130, -5.143)
C (-3.357, -7.315, -4.633)
C (-2.885, -7.925, -3.314)
O (-1.609, -8.542, -3.373)
C (-0.504, -7.668, -3.266)
H (1.412, -4.683, -5.396)
H (0.056, -5.579, -6.083)
H (0.232, -3.830, -6.408)
H (-1.885, -3.598, -5.714)
H (-1.871, -3.030, -4.044)
H (-3.703, -4.560, -4.245)
H (-2.436, -5.261, -3.218)
H (-1.701, -6.383, -5.325)
H (-3.268, -8.085, -5.403)
H (-4.422, -7.078, -4.547)
H (-3.583, -8.729, -3.068)
H (-2.935, -7.219, -2.477)
H (-0.709, -6.827, -2.598)
H (-0.202, -7.302, -4.251)
H (0.334, -8.235, -2.859)
C (-5.328, -2.527, 0.047)
O (-4.927, -3.045, 1.302)
C (-5.264, -4.414, 1.506)
C (-4.034, -5.300, 1.452)
N (-3.495, -5.390, 0.097)
C (-2.157, -5.971, 0.014)
C (-1.014, -5.288, 0.764)
O (-0.641, -4.017, 0.233)
C (-1.471, -2.939, 0.651)
H (-5.238, -1.442, 0.092)
H (-4.680, -2.885, -0.762)
H (-6.367, -2.779, -0.176)
H (-6.032, -4.752, 0.805)
H (-5.686, -4.484, 2.512)
H (-4.296, -6.304, 1.797)
H (-3.302, -4.878, 2.152)
H (-3.463, -4.464, -0.307)
H (-1.890, -5.988, -1.046)
H (-2.213, -7.014, 0.341)
H (-0.132, -5.922, 0.646)
H (-1.190, -5.216, 1.841)
H (-1.830, -3.071, 1.673)
H (-2.314, -2.812, -0.031)
H (-0.883, -2.022, 0.613)
C (-4.398, 5.014, 2.234)
O (-3.993, 4.499, 3.490)
C (-4.328, 3.134, 3.699)
C (-3.100, 2.244, 3.643)
N (-2.565, 2.143, 2.287)
C (-1.231, 1.556, 2.207)
C (-0.083, 2.242, 2.948)
O (0.296, 3.491, 2.406)
C (-0.515, 4.593, 2.798)
H (-4.307, 6.099, 2.277)
H (-3.752, 4.654, 1.426)
H (-5.438, 4.762, 2.016)
H (-5.100, 2.793, 3.003)
H (-4.746, 3.068, 4.707)
H (-3.366, 1.242, 3.994)
H (-2.364, 2.666, 4.337)
H (-2.529, 3.066, 1.876)
H (-0.963, 1.528, 1.146)
H (-1.294, 0.513, 2.544)
H (0.799, 1.601, 2.839)
H (-0.262, 2.323, 4.026)
H (-0.879, 4.493, 3.819)
H (-1.351, 4.717, 2.104)
H (0.091, 5.496, 2.741)
C (-0.842, 6.704, 10.269)
O (-1.786, 7.469, 9.543)
C (-1.414, 8.829, 9.354)
C (-1.019, 9.105, 7.914)
N (0.249, 8.469, 7.572)
C (0.547, 8.439, 6.141)
C (-0.428, 7.725, 5.205)
O (-0.467, 6.314, 5.356)
C (-1.274, 5.845, 6.422)
H (-1.323, 5.769, 10.555)
H (0.032, 6.458, 9.656)
H (-0.522, 7.221, 11.177)
H (-0.626, 9.135, 10.048)
H (-2.301, 9.428, 9.581)
H (-0.926, 10.185, 7.768)
H (-1.838, 8.744, 7.280)
H (0.244, 7.518, 7.913)
H (1.520, 7.954, 6.034)
H (0.670, 9.470, 5.793)
H (-0.074, 7.897, 4.185)
H (-1.441, 8.142, 5.246)
H (-2.155, 6.471, 6.576)
H (-0.694, 5.775, 7.345)
H (-1.608, 4.837, 6.171)

E_LUMO = -2.42 eV
total charge = +1
frontier orbital gap = 7.39 eV
E_HOMO = -9.82 eV

Löwdin population analysis, charges in e, atoms 1 to 99:
1. O -0.27
2. S 0.59
3. O -0.28
4. O -0.14
5. C -0.22
6. C -0.20
7. C -0.17
8. C -0.12
9. C -0.20
10. C -0.32
11. O 0.03
12. C 0.00
13. N 0.01
14. C -0.07
15. O 0.06
16. C -0.69
17. F 0.19
18. F 0.19
19. F 0.18
20. C -0.18
21. C -0.10
22. C -0.12
23. C -0.24
24. C -0.05
25. C -0.08
26. C -0.07
27. C -0.07
28. C -0.06
29. H 0.10
30. H 0.11
31. H 0.10
32. H 0.11
33. H 0.10
34. H 0.11
35. H 0.11
36. H 0.11
37. H 0.13
38. H 0.16
39. H 0.16
40. H 0.12
41. H 0.16
42. H 0.13
43. H 0.19
44. H 0.15
45. H 0.13
46. H 0.14
47. H 0.13
48. H 0.12
49. H 0.10
50. H 0.12
51. H 0.12
52. H 0.11
53. H 0.11
54. H 0.11
55. H 0.10
56. C -0.10
57. O -0.22
58. C -0.21
59. C -0.21
60. N -0.05
61. C -0.19
62. C -0.21
63. O -0.17
64. C -0.10
65. H 0.08
66. H 0.08
67. H 0.09
68. H 0.13
69. H 0.11
70. H 0.13
71. H 0.09
72. H 0.07
73. H 0.12
74. H 0.12
75. H 0.13
76. H 0.09
77. H 0.07
78. H 0.07
79. H 0.09
80. C -0.11
81. O -0.19
82. C -0.21
83. C -0.21
84. N -0.04
85. C -0.19
86. C -0.19
87. O -0.22
88. C -0.07
89. H 0.09
90. H 0.07
91. H 0.09
92. H 0.12
93. H 0.12
94. H 0.13
95. H 0.10
96. H 0.06
97. H 0.08
98. H 0.13
99. H 0.12

---

2.
Here is a cluster of 2 separate species, CH2N2O2 in total from the Open Molecules 2025 dataset. Energies are from ωB97M-V/def2-TZVPD.

Cartesian coordinates (Å):
C (-2.128, -0.153, 0.061)
N (1.710, -0.349, -0.390)
N (-1.185, -0.794, -0.048)
O (-3.188, 0.349, 0.208)
O (2.644, 0.376, 0.032)
H (2.324, 1.281, 0.416)
H (-0.177, -0.710, -0.278)

relative energy (zero: lowest compared OMol25 entry of this formula, charge and spin) = 120.82 kcal/mol
E_LUMO (alpha / beta) = -0.75 / -0.77 eV
frontier orbital gap (alpha / beta) = 9.21 / 9.23 eV
E_HOMO (alpha / beta) = -9.96 / -10.00 eV

Computed Löwdin charges, given in elementary charges:
1. C -0.46
2. N 0.03
3. N 0.21
4. O 0.11
5. O -0.07
6. H 0.16
7. H 0.02

---

3.
Here is a cluster of 11 separate species, C26H60F18N5O23S6 in total from the Open Molecules 2025 dataset. Energies are from ωB97M-V/def2-TZVPD.

Cartesian coordinates (Å):
C (0.110, -8.196, -2.544)
C (-0.810, -7.325, -3.445)
C (-0.428, -5.819, -3.247)
O (-1.605, -5.294, -3.899)
C (-1.457, -3.914, -4.233)
N (-0.781, -7.822, -4.888)
H (-1.128, -8.749, -5.085)
H (-1.403, -7.223, -5.411)
H (0.144, -7.616, -5.237)
H (-0.347, -9.185, -2.580)
H (0.181, -7.821, -1.523)
H (1.116, -8.296, -2.951)
H (-1.831, -7.436, -3.080)
H (0.546, -5.628, -3.698)
H (-0.340, -5.414, -2.238)
H (-0.445, -3.827, -4.627)
H (-1.449, -3.324, -3.317)
H (-2.199, -3.541, -4.940)
C (-2.878, 4.768, -0.023)
C (-1.365, 4.726, -0.145)
C (-0.683, 5.322, 1.070)
O (0.768, 5.338, 0.908)
C (1.547, 6.012, 1.865)
N (-0.828, 3.283, -0.237)
H (-0.929, 2.926, -1.177)
H (0.162, 3.187, -0.060)
H (-1.241, 2.707, 0.482)
H (-3.293, 3.959, 0.579)
H (-3.375, 4.595, -0.978)
H (-3.295, 5.753, 0.183)
H (-0.948, 5.175, -1.047)
H (-1.093, 4.918, 1.995)
H (-1.011, 6.361, 1.082)
H (2.630, 5.890, 1.835)
H (1.239, 5.802, 2.889)
H (1.609, 7.098, 1.793)
C (0.979, -1.229, 6.049)
C (1.651, 0.090, 5.749)
C (1.772, 0.304, 4.263)
O (2.319, 1.626, 3.965)
C (2.267, 1.973, 2.626)
N (0.884, 1.262, 6.378)
H (1.432, 2.099, 6.240)
H (0.033, 1.377, 5.848)
H (0.730, 1.038, 7.350)
H (0.531, -1.224, 7.043)
H (1.719, -2.029, 6.015)
H (0.162, -1.401, 5.349)
H (2.666, 0.057, 6.146)
H (0.795, 0.334, 3.781)
H (2.255, -0.520, 3.738)
H (2.988, 2.778, 2.481)
H (1.254, 2.357, 2.506)
H (2.553, 1.137, 1.988)
C (0.643, -0.494, 0.792)
C (0.077, -0.972, -0.552)
C (-1.468, -0.828, -0.695)
O (-1.999, 0.512, -0.530)
C (-3.336, 0.614, -0.869)
N (0.767, -0.225, -1.694)
H (0.387, 0.692, -1.882)
H (1.726, -0.123, -1.395)
H (0.641, -0.711, -2.571)
H (0.045, -1.005, 1.547)
H (0.389, 0.527, 1.075)
H (1.680, -0.788, 0.952)
H (0.355, -2.007, -0.750)
H (-1.950, -1.363, 0.123)
H (-1.791, -1.336, -1.604)
H (-3.657, 1.629, -0.636)
H (-3.977, -0.053, -0.292)
H (-3.527, 0.385, -1.917)
C (5.130, -2.742, 1.717)
C (4.709, -1.278, 1.544)
C (5.522, -0.256, 2.406)
O (5.204, 1.113, 2.084)
C (6.023, 2.104, 2.717)
N (4.976, -1.039, 0.075)
H (4.572, -1.755, -0.511)
H (4.820, -0.105, -0.274)
H (5.969, -1.151, -0.070)
H (6.186, -2.939, 1.535)
H (4.495, -3.400, 1.124)
H (4.898, -3.122, 2.712)
H (3.630, -1.187, 1.675)
H (6.593, -0.451, 2.350)
H (5.073, -0.421, 3.385)
H (7.049, 1.889, 2.418)
H (5.979, 2.119, 3.806)
H (5.781, 3.089, 2.318)
C (-6.565, 2.741, 0.436)
F (-5.743, 2.194, 1.354)
F (-5.819, 3.034, -0.662)
F (-7.555, 1.848, 0.209)
S (-7.308, 4.377, 1.135)
O (-6.154, 5.300, 1.146)
O (-8.411, 4.808, 0.262)
O (-7.764, 3.955, 2.467)
C (-3.168, 2.682, -4.337)
F (-3.443, 3.467, -5.429)
F (-3.823, 3.111, -3.311)
F (-3.451, 1.440, -4.622)
S (-1.325, 2.923, -3.861)
O (-0.648, 2.862, -5.133)
O (-1.186, 4.244, -3.205)
O (-1.066, 1.841, -2.905)
C (4.384, 3.395, -1.050)
F (4.148, 4.705, -1.246)
F (5.387, 2.956, -1.756)
F (4.559, 3.150, 0.256)
S (2.914, 2.375, -1.634)
O (1.795, 2.549, -0.690)
O (2.482, 2.874, -2.965)
O (3.364, 0.964, -1.672)
C (-2.873, 0.508, 3.621)
F (-2.012, -0.139, 2.839)
F (-4.135, 0.460, 3.044)
F (-2.977, 0.029, 4.862)
S (-2.327, 2.368, 3.847)
O (-1.861, 2.754, 2.481)
O (-3.643, 3.016, 4.256)
O (-1.240, 2.359, 4.857)
C (-0.726, -0.694, -6.831)
F (-1.350, 0.466, -6.529)
F (-1.598, -1.690, -6.887)
F (-0.224, -0.519, -8.030)
S (0.704, -1.195, -5.485)
O (0.031, -1.285, -4.172)
O (1.222, -2.490, -5.944)
O (1.710, -0.116, -5.601)
C (-2.547, -4.610, 0.645)
F (-3.878, -4.706, 0.885)
F (-2.287, -4.007, -0.519)
F (-1.947, -3.948, 1.589)
S (-1.884, -6.416, 0.643)
O (-2.083, -6.865, 2.038)
O (-2.733, -7.045, -0.354)
O (-0.441, -6.376, 0.260)

multiplicity = 2
E_LUMO (alpha / beta) = 1.62 / 1.62 eV
total charge = -2
frontier orbital gap (alpha / beta) = 1.82 / 5.55 eV
E_HOMO (alpha / beta) = -0.19 / -3.93 eV

Löwdin population analysis, charges in e, atoms 1 to 99:
1. C -0.03
2. C -0.28
3. C -0.13
4. O -0.21
5. C -0.07
6. N 0.24
7. H 0.17
8. H 0.16
9. H 0.16
10. H 0.08
11. H 0.07
12. H 0.08
13. H 0.15
14. H 0.13
15. H 0.13
16. H 0.06
17. H 0.07
18. H 0.10
19. C -0.02
20. C -0.27
21. C -0.16
22. O -0.17
23. C -0.13
24. N 0.24
25. H 0.08
26. H 0.08
27. H 0.09
28. H 0.08
29. H 0.08
30. H 0.10
31. H 0.13
32. H 0.11
33. H 0.13
34. H 0.07
35. H 0.08
36. H 0.07
37. C -0.03
38. C -0.31
39. C -0.16
40. O -0.19
41. C -0.10
42. N 0.25
43. H 0.16
44. H 0.09
45. H 0.16
46. H 0.08
47. H 0.09
48. H 0.10
49. H 0.14
50. H 0.12
51. H 0.13
52. H 0.09
53. H 0.10
54. H 0.07
55. C -0.03
56. C -0.23
57. C -0.14
58. O -0.20
59. C -0.11
60. N 0.24
61. H 0.10
62. H 0.09
63. H 0.08
64. H 0.07
65. H 0.08
66. H 0.06
67. H 0.15
68. H 0.11
69. H 0.12
70. H 0.08
71. H 0.09
72. H 0.09
73. C -0.18
74. C -0.32
75. C -0.20
76. O -0.24
77. C -0.10
78. N 0.18
79. H 0.08
80. H 0.10
81. H 0.04
82. H 0.04
83. H 0.06
84. H 0.06
85. H 0.11
86. H 0.10
87. H 0.11
88. H 0.08
89. H 0.08
90. H 0.08
91. C -0.61
92. F 0.09
93. F 0.08
94. F 0.10
95. S 0.49
96. O -0.37
97. O -0.38
98. O -0.37
99. C -0.69

---

Table of strongest force on any atom (eV/Å), in record order: 2.4, 6.4, 5.1
Table of energy (eV), in record order: -98008.2274, -8140.1312, -196400.3060